1.
{"formula": "C54H134N10O2", "method": "ωB97M-V/def2-TZVPD", "energy_ha": -2835.72213, "homo_ev": -7.4994, "de_lowest_kcal_mol": 52.5, "species": ["C", "C", "N", "C", "C", "C", "C", "H", "H", "H", "H", "H", "H", "H", "H", "H", "H", "H", "H", "H", "H", "H", "C", "C", "N", "C", "C", "C", "C", "H", "H", "H", "H", "H", "H", "H", "H", "H", "H", "H", "H", "H", "H", "H", "C", "C", "N", "C", "C", "C", "C", "H", "H", "H", "H", "H", "H", "H", "H", "H", "H", "H", "H", "H", "H", "H", "C", "C", "N", "C", "C", "C", "C", "H", "H", "H", "H", "H", "H", "H", "H", "H", "H", "H", "H", "H", "H", "H", "C", "C", "N", "C", "C", "C", "C", "H", "H", "H", "H", "H", "H", "H", "H", "H", "H", "H", "H", "H", "H", "H", "C", "C", "N", "C", "C", "C", "C", "H", "H", "H", "H", "H", "H", "H", "H", "H", "H", "H", "H", "H", "H", "H", "C", "C", "N", "C", "C", "C", "C", "H", "H", "H", "H", "H", "H", "H", "H", "H", "H", "H", "H", "H", "H", "H", "C", "C", "N", "C", "C", "C", "C", "H", "H", "H", "H", "H", "H", "H", "H", "H", "H", "H", "H", "H", "H", "H", "C", "C", "O", "N", "C", "H", "H", "H", "H", "H", "H", "H", "C", "C", "O", "N", "C", "H", "H", "H", "H", "H", "H", "H"], "positions_angstrom": [[3.780, -4.848, -3.319], [2.657, -5.799, -3.892], [1.662, -5.047, -4.679], [0.923, -4.096, -3.810], [0.022, -3.095, -4.562], [0.743, -5.969, -5.356], [1.359, -6.646, -6.534], [4.218, -4.275, -4.136], [4.573, -5.413, -2.829], [3.388, -4.182, -2.550], [3.120, -6.524, -4.562], [2.190, -6.375, -3.093], [0.263, -4.650, -3.142], [1.624, -3.467, -3.261], [0.613, -2.512, -5.269], [-0.705, -3.571, -5.221], [-0.514, -2.348, -3.978], [-0.156, -5.480, -5.734], [0.305, -6.621, -4.601], [0.783, -7.533, -6.797], [2.391, -6.957, -6.368], [1.468, -5.963, -7.377], [7.896, 0.564, -0.697], [6.402, 0.968, -0.932], [5.540, 0.395, 0.072], [4.172, 0.227, -0.473], [3.483, 1.519, -0.818], [5.524, 1.171, 1.321], [4.841, 0.469, 2.556], [8.474, 1.072, -1.469], [7.962, -0.516, -0.833], [8.307, 0.888, 0.259], [6.294, 2.049, -0.846], [6.085, 0.648, -1.925], [4.331, -0.376, -1.367], [3.542, -0.358, 0.198], [2.588, 1.207, -1.357], [3.255, 2.055, 0.103], [4.053, 2.283, -1.347], [5.189, 2.202, 1.210], [6.546, 1.331, 1.665], [3.880, 0.030, 2.288], [4.713, 1.074, 3.453], [5.466, -0.380, 2.831], [-1.779, 4.255, -5.428], [-2.524, 5.572, -5.707], [-3.797, 5.661, -5.049], [-4.515, 6.842, -5.489], [-5.883, 7.108, -4.919], [-3.742, 5.553, -3.586], [-2.798, 6.657, -2.877], [-0.849, 4.319, -5.994], [-2.366, 3.409, -5.785], [-1.514, 4.085, -4.385], [-2.006, 6.426, -5.271], [-2.568, 5.692, -6.790], [-3.863, 7.674, -5.222], [-4.655, 6.754, -6.566], [-5.881, 7.305, -3.847], [-6.286, 8.012, -5.375], [-6.563, 6.295, -5.172], [-3.320, 4.569, -3.383], [-4.731, 5.629, -3.133], [-1.736, 6.571, -3.106], [-3.000, 6.492, -1.818], [-3.097, 7.677, -3.119], [2.767, -0.433, 6.780], [1.522, -1.027, 6.066], [1.917, -1.870, 4.944], [1.225, -1.494, 3.706], [-0.234, -2.016, 3.650], [2.202, -3.283, 5.196], [2.881, -3.935, 3.947], [2.466, 0.281, 7.547], [3.381, 0.114, 6.064], [3.428, -1.179, 7.223], [0.958, -1.675, 6.737], [0.808, -0.256, 5.777], [1.770, -1.856, 2.835], [1.180, -0.405, 3.682], [-0.738, -1.609, 4.527], [-0.283, -3.099, 3.762], [-0.792, -1.742, 2.755], [2.813, -3.449, 6.083], [1.236, -3.766, 5.342], [2.427, -3.796, 2.965], [3.905, -3.566, 3.893], [3.069, -5.001, 4.080], [-1.158, 0.037, 9.485], [-1.592, 0.940, 8.340], [-0.816, 2.157, 8.098], [-0.892, 3.037, 9.283], [0.098, 4.241, 9.207], [-1.264, 2.761, 6.834], [-0.613, 2.018, 5.668], [-0.100, -0.214, 9.405], [-1.715, -0.898, 9.426], [-1.387, 0.479, 10.454], [-1.609, 0.304, 7.455], [-2.639, 1.192, 8.506], [-1.930, 3.361, 9.361], [-0.512, 2.508, 10.157], [-0.134, 4.931, 8.396], [0.104, 4.805, 10.140], [1.092, 3.838, 9.011], [-1.011, 3.821, 6.851], [-2.348, 2.717, 6.728], [-0.763, 0.940, 5.631], [0.465, 2.122, 5.794], [-1.047, 2.497, 4.790], [4.851, 3.369, -7.929], [3.766, 3.972, -7.041], [2.806, 2.957, -6.532], [1.986, 2.344, -7.655], [1.499, 0.943, -7.257], [1.944, 3.545, -5.529], [2.612, 4.056, -4.296], [4.352, 3.101, -8.860], [5.267, 2.418, -7.596], [5.690, 4.049, -8.083], [4.340, 4.404, -6.221], [3.166, 4.738, -7.532], [1.080, 2.919, -7.848], [2.567, 2.246, -8.572], [1.030, 0.962, -6.273], [0.748, 0.555, -7.945], [2.338, 0.254, -7.166], [1.258, 2.738, -5.271], [1.321, 4.371, -5.873], [3.023, 3.228, -3.719], [1.901, 4.577, -3.655], [3.413, 4.766, -4.502], [-1.189, 0.812, -3.144], [-1.105, 1.280, -1.700], [-0.149, 0.625, -0.810], [-0.385, -0.839, -0.759], [0.815, -1.582, -0.073], [-0.005, 1.329, 0.467], [-1.175, 1.120, 1.360], [-1.383, -0.252, -3.277], [-0.300, 1.175, -3.659], [-2.082, 1.304, -3.530], [-0.943, 2.354, -1.785], [-2.109, 1.150, -1.298], [-1.338, -1.063, -0.279], [-0.603, -1.260, -1.740], [1.752, -1.515, -0.626], [0.999, -1.095, 0.885], [0.538, -2.620, 0.113], [0.111, 2.401, 0.303], [0.896, 0.974, 0.966], [-2.143, 1.443, 0.975], [-1.080, 1.699, 2.278], [-1.302, 0.092, 1.699], [-3.768, -2.132, 1.585], [-4.406, -1.125, 2.581], [-4.680, -1.858, 3.826], [-4.783, -0.893, 4.916], [-3.411, -0.545, 5.458], [-5.905, -2.672, 3.770], [-5.984, -3.668, 4.929], [-4.480, -2.882, 1.240], [-2.904, -2.666, 1.979], [-3.453, -1.583, 0.698], [-3.675, -0.332, 2.740], [-5.283, -0.654, 2.136], [-5.471, -1.192, 5.707], [-5.225, 0.020, 4.517], [-2.803, -1.397, 5.763], [-3.463, 0.122, 6.319], [-2.841, 0.082, 4.773], [-6.819, -2.079, 3.804], [-5.964, -3.238, 2.840], [-6.187, -3.138, 5.860], [-6.815, -4.353, 4.765], [-5.103, -4.310, 4.949], [2.480, -5.507, 0.409], [1.375, -6.565, 0.630], [0.248, -6.203, 0.902], [1.631, -7.818, 0.439], [0.708, -8.956, 0.683], [3.062, -5.301, 1.308], [2.079, -4.599, -0.041], [3.230, -5.938, -0.254], [2.611, -8.053, 0.368], [-0.163, -8.730, 1.298], [1.240, -9.764, 1.186], [0.319, -9.226, -0.299], [-5.081, 2.741, -1.402], [-4.800, 1.319, -1.079], [-4.466, 0.972, 0.042], [-4.921, 0.454, -2.100], [-4.706, -0.962, -2.072], [-6.016, 3.119, -0.988], [-4.960, 3.022, -2.448], [-4.321, 3.348, -0.910], [-5.034, 0.919, -2.989], [-4.979, -1.433, -1.127], [-3.647, -1.203, -2.159], [-5.162, -1.428, -2.945]], "mulliken_charge": [-1.20, -0.26, -0.04, -0.05, -1.09, -0.38, -1.23, 0.35, 0.43, 0.13, 0.34, 0.29, 0.23, 0.11, 0.37, 0.35, 0.04, 0.30, 0.39, 0.35, 0.32, 0.31, -1.32, -0.56, 0.21, -0.73, -0.48, -0.48, -0.78, 0.41, 0.33, 0.30, 0.35, 0.41, 0.33, -0.03, 0.06, 0.23, 0.38, 0.40, 0.38, -0.15, 0.40, 0.31, -0.52, -0.88, 0.08, -0.37, -1.40, -0.05, -1.26, 0.12, 0.32, 0.08, 0.41, 0.47, 0.38, 0.36, 0.32, 0.41, 0.32, -0.27, 0.46, 0.29, 0.46, 0.31, -1.35, 0.48, 0.78, -0.95, -0.12, -0.61, -0.90, 0.40, 0.19, 0.37, 0.36, -0.87, 0.03, 0.41, 0.02, 0.37, -0.40, 0.39, 0.41, -0.06, 0.35, 0.45, -1.63, -0.01, 0.52, -0.50, -1.29, -1.00, 0.00, 0.24, 0.45, 0.45, -0.19, 0.42, 0.38, 0.32, 0.35, 0.41, 0.28, 0.48, 0.31, -0.61, 0.36, 0.29, -1.32, -0.30, 0.11, -0.26, -0.84, 0.39, -1.60, 0.30, 0.33, 0.40, 0.27, 0.32, 0.18, 0.32, -0.10, 0.42, 0.32, -0.12, 0.02, 0.37, 0.43, 0.42, -1.02, -0.04, 0.79, 0.97, -0.09, -0.83, 0.25, 0.10, -0.10, 0.38, 0.49, -0.43, -0.42, -0.18, 0.08, -0.82, 0.49, 0.60, -0.27, 0.17, 0.19, -0.43, -0.35, -0.48, 0.58, -1.02, -0.52, -0.51, -1.33, 0.58, 0.21, -0.64, 0.15, 0.19, 0.57, 0.24, 0.24, 0.31, 0.03, 0.34, 0.41, 0.33, 0.44, 0.29, -0.57, 0.72, -0.69, -0.21, -0.88, 0.47, -0.27, 0.32, 0.24, 0.31, 0.32, 0.28, -1.44, 0.65, -0.49, -0.06, -0.65, 0.38, 0.40, 0.35, 0.23, 0.22, 0.10, 0.38]}

***

2.
{"formula": "C37H36BF2N7O6Pm", "method": "ωB97M-V/def2-TZVPD", "s2": 6.01, "energy_ha": -3099.61609, "homo_ev": [-5.2321, -5.1721], "spin_multiplicity": 5, "de_lowest_kcal_mol": 0.0, "total_charge": -1, "species": ["Pm", "O", "C", "O", "C", "C", "C", "N", "C", "C", "C", "C", "C", "C", "C", "N", "C", "C", "C", "C", "C", "N", "H", "H", "H", "H", "H", "H", "H", "H", "H", "H", "N", "C", "C", "C", "O", "O", "H", "H", "H", "H", "H", "H", "C", "C", "C", "C", "C", "C", "N", "C", "C", "C", "C", "C", "C", "C", "O", "O", "C", "C", "H", "H", "H", "H", "H", "H", "H", "H", "H", "H", "H", "H", "H", "H", "C", "N", "C", "C", "N", "H", "H", "H", "H", "H", "H", "F", "B", "F"], "positions_angstrom": [[-1.326, -0.963, 0.251], [-3.234, 0.363, -6.982], [-2.392, 0.887, -6.248], [-1.400, 1.610, -6.475], [-2.569, 0.616, -4.726], [-2.210, 1.583, -3.830], [-2.232, 1.290, -2.413], [-2.505, 0.024, -1.965], [-2.896, -0.887, -2.836], [-2.990, -0.625, -4.235], [-3.314, -2.183, -2.261], [-3.525, -3.320, -3.034], [-4.029, -4.456, -2.421], [-4.309, -4.421, -1.068], [-4.028, -3.255, -0.363], [-3.540, -2.169, -0.940], [-1.842, 2.255, -1.438], [-1.715, 3.631, -1.746], [-1.210, 4.484, -0.789], [-0.854, 3.978, 0.464], [-1.050, 2.619, 0.709], [-1.516, 1.783, -0.202], [-1.846, 2.520, -4.225], [-3.379, -1.354, -4.931], [-3.292, -3.322, -4.090], [-4.189, -5.361, -2.992], [-4.696, -5.284, -0.549], [-4.180, -3.193, 0.707], [-2.019, 4.011, -2.711], [-1.097, 5.538, -1.012], [-0.438, 4.617, 1.231], [-0.809, 2.174, 1.669], [-0.141, -2.316, -1.921], [0.004, -3.762, -2.141], [0.179, -4.489, -0.811], [-1.106, -4.392, 0.033], [-1.860, -5.362, 0.063], [-1.283, -3.271, 0.628], [-0.103, -1.828, -2.807], [0.664, -2.002, -1.381], [0.865, -3.989, -2.782], [-0.890, -4.138, -2.644], [1.003, -4.029, -0.259], [0.398, -5.540, -0.993], [2.994, 4.831, 3.572], [3.020, 3.421, 3.037], [3.377, 3.198, 1.710], [3.443, 1.909, 1.211], [3.168, 0.822, 2.018], [2.789, 1.025, 3.344], [2.579, -0.031, 4.224], [2.324, -1.385, 4.013], [2.820, -2.274, 4.978], [2.590, -3.632, 4.892], [1.863, -4.147, 3.828], [1.365, -3.279, 2.874], [1.570, -1.903, 2.956], [0.833, -1.064, 1.944], [0.050, -0.166, 2.329], [0.989, -1.359, 0.724], [2.700, 2.337, 3.855], [2.254, 2.529, 5.283], [3.406, 5.521, 2.837], [3.585, 4.915, 4.485], [1.975, 5.151, 3.803], [3.614, 4.043, 1.074], [3.740, 1.737, 0.184], [3.272, -0.178, 1.623], [2.804, 0.177, 5.180], [3.407, -1.875, 5.799], [2.983, -4.289, 5.659], [1.670, -5.209, 3.749], [0.754, -3.650, 2.062], [1.373, 1.915, 5.482], [1.992, 3.564, 5.487], [3.038, 2.242, 5.993], [1.144, 2.344, -4.272], [1.315, 2.251, -2.825], [1.891, 3.395, -2.141], [0.867, 1.223, -2.145], [0.448, 0.343, -1.520], [2.116, 2.327, -4.772], [0.638, 3.279, -4.520], [0.535, 1.526, -4.651], [2.947, 3.510, -2.400], [1.797, 3.270, -1.065], [1.357, 4.303, -2.433], [-3.635, 0.865, 2.180], [-3.110, -0.390, 1.964], [-3.750, -1.217, 2.855]], "mulliken_charge": [0.30, -0.74, 0.16, -0.67, -0.17, -0.94, 0.88, 0.10, 0.57, -0.97, 0.83, -0.58, -0.61, -0.66, -0.02, -0.31, 0.05, -0.75, -0.56, -0.82, -0.28, 0.41, 0.41, 0.55, 0.37, 0.39, 0.37, 0.37, 0.51, 0.44, 0.46, 0.55, 0.01, -0.86, -0.46, 0.50, -0.73, -0.42, 0.11, 0.15, 0.54, 0.21, 0.20, 0.46, -1.95, 1.45, -1.01, -0.72, -0.82, 0.20, 0.10, -0.28, -0.91, -0.54, -0.98, -0.52, 1.28, 1.22, -0.94, -0.60, 1.00, -2.11, 0.41, 0.40, 0.38, 0.31, 0.48, 0.61, 0.28, 0.39, 0.37, 0.45, 0.36, 0.39, 0.46, 0.38, -1.03, 0.29, -0.79, 0.08, -0.15, 0.37, 0.30, 0.34, 0.34, 0.07, 0.36, -0.26, 0.43, -0.27]}

***

3.
{"formula": "C3H2LiNaO2", "method": "ωB97M-V/def2-TZVPD", "energy_ha": -435.65299, "homo_ev": -5.2451, "de_lowest_kcal_mol": 78.1, "species": ["C", "Na", "O", "C", "H", "H", "Li", "O", "C"], "positions_angstrom": [[0.044, 0.031, 0.803], [-2.491, 0.764, 0.413], [-0.315, 1.417, 0.367], [0.633, 0.830, -0.518], [1.661, 1.208, -0.438], [0.286, 0.974, -1.552], [0.524, -2.276, 1.521], [0.087, -2.047, -0.451], [-0.429, -0.902, -0.146]], "nbo_charge": [-0.27, 0.69, -0.63, -0.13, 0.18, 0.20, 0.78, -0.85, 0.05]}

***

| no. | M (g/mol) |
| --- | --- |
| 1 | 955.734 |
| 2 | 868.546 |
| 3 | 99.978 |